Record 1
Entry from OMol25: a molecular structure, C18H22BrN2NiO9 at a distorted geometry (ωB97M-V/def2-TZVPD).

Properties
**F_max**: 1.88 eV/A
**Spin multiplicity**: 3
**Lowest unoccupied orbital energy (spin up / spin down)**: 2.45 / 2.45 eV
**Gap between HOMO and LUMO (spin up / spin down)**: 6.75 / 6.38 eV
**ΔE to the lowest compared entry with this formula, charge and spin**: 2.436 eV
**Net charge**: -1
**<S²>**: 2.010

```
53
Properties=species:S:1:pos:R:3:forces:R:3:lowdin_charge:R:1
Ni -15.332 0.438 -3.888 0.078 0.004 0.236 0.4574
O -12.916 -1.836 -3.386 0.375 -0.118 0.271 -0.0186
C -13.621 -2.489 -2.450 0.158 0.370 0.156 -0.1938
C -15.009 -2.920 -2.759 -0.151 -0.673 0.145 -0.1872
N -15.940 -1.846 -3.169 -0.482 0.109 0.541 -0.1687
C -16.498 -2.066 -4.507 0.141 1.330 -0.007 -0.1174
C -15.529 -1.548 -5.605 0.452 -0.430 -1.775 -0.6024
O -15.800 -1.863 -6.774 0.131 0.219 1.321 -0.0012
O -14.498 -0.821 -5.260 -0.929 -0.383 0.219 -0.1230
C -16.907 -1.526 -2.102 -0.369 0.097 -0.275 -0.0830
C -17.182 -0.022 -1.831 0.097 -1.294 0.417 -0.6569
O -17.559 0.282 -0.687 -0.313 -0.142 0.676 -0.0121
O -16.968 0.830 -2.711 0.395 0.547 -1.383 -0.0429
H -13.502 -1.484 -4.100 -0.299 0.242 -0.255 0.0417
H -14.133 -0.614 -0.564 0.424 -1.135 -0.260 0.1042
H -12.982 -3.015 -1.742 -0.305 -0.029 -0.022 0.0938
H -15.395 -3.515 -1.891 0.135 0.503 -0.572 0.1232
H -14.986 -3.627 -3.602 0.098 -0.082 -0.055 0.1236
H -17.387 -1.435 -4.647 0.142 -0.026 0.275 0.1296
H -16.832 -3.075 -4.741 0.260 -0.365 0.108 0.1175
H -16.534 -1.915 -1.152 -0.113 -0.021 -0.126 0.1125
H -17.891 -2.001 -2.308 0.355 0.129 0.207 0.1334
Br -10.663 -0.011 -0.510 -0.065 -0.266 0.033 0.7439
C -11.222 1.678 -1.149 0.440 0.147 0.213 -0.6782
C -10.620 2.799 -0.609 -0.551 0.294 -0.372 -0.1479
C -11.040 4.047 -1.058 0.418 0.905 0.531 -0.0911
C -12.000 4.159 -2.040 -0.093 -1.288 -0.352 -0.0287
C -12.577 3.003 -2.596 0.149 0.957 0.449 -0.1200
C -12.194 1.769 -2.122 -0.368 -0.618 -0.003 -0.0788
C -13.688 3.187 -3.614 -0.331 -1.057 0.845 -0.6109
O -13.578 4.073 -4.420 0.083 0.973 -0.971 0.0706
O -14.707 2.409 -3.436 0.105 -0.063 0.181 -0.1079
H -9.884 2.723 0.158 0.409 -0.144 0.366 0.0839
H -10.608 4.963 -0.605 -0.258 -0.705 -0.350 0.1099
H -12.339 5.082 -2.433 -0.109 0.898 -0.186 0.1013
H -12.711 0.883 -2.462 0.100 -0.127 -0.210 0.0974
O -14.607 0.174 1.594 0.316 -0.434 0.599 0.1449
C -14.696 0.760 0.562 -0.844 1.122 -0.651 -0.4749
O -14.443 0.283 -0.656 0.037 0.432 0.319 0.1105
C -15.193 2.202 0.429 1.292 0.008 0.007 -0.1933
N -15.713 2.432 -0.920 -0.482 0.575 -1.306 0.0511
C -16.466 3.726 -0.878 0.422 -0.460 1.584 -0.0673
C -16.925 3.852 0.624 -0.201 -0.567 -0.836 -0.1208
C -16.348 2.596 1.306 -0.452 -0.006 1.017 -0.1263
H -14.345 2.884 0.627 -0.082 -0.289 -0.298 0.1782
H -16.411 1.686 -1.132 0.005 0.310 0.246 0.0966
H -15.107 2.403 -1.827 -0.020 -0.102 0.637 0.1310
H -17.300 3.658 -1.540 -0.299 0.069 -0.646 0.1223
H -15.762 4.504 -1.145 -0.093 0.263 -0.248 0.1234
H -18.024 3.910 0.667 0.441 -0.135 0.158 0.1131
H -16.524 4.743 1.065 0.209 0.539 0.198 0.0922
H -17.055 1.777 1.264 -0.329 -0.119 0.047 0.1104
H -16.057 2.729 2.373 -0.131 0.039 -0.843 0.1355
```
Forces are in eV/Å.

---

Record 2
Entry from OMol25: 2 unconnected molecules or ions with the total composition C24H27N5O6S2 at a distorted geometry (ωB97M-V/def2-TZVPD).

Properties
**F_max**: 2.28 eV/A
**Spin multiplicity**: 1
**Lowest unoccupied orbital energy**: -0.22 eV
**SMILES string**: O=CC1=CNC(C(=O)O)=CS[C@H]1c1cc2n(n1)CSC2.CNC(=O)[C@H](Cc1ccc(O)cc1)NC(C)=O
**Gap between HOMO and LUMO**: 7.90 eV
**ΔE to the lowest compared entry with this formula, charge and spin**: 0.855 eV

```
64
Properties=species:S:1:pos:R:3:forces:R:3:lowdin_charge:R:1
O 0.317 6.341 5.727 0.279 -0.367 -0.714 0.0216
C 0.496 6.038 4.553 -0.989 -0.176 1.379 -0.2360
C -0.051 4.814 3.954 0.182 -0.487 -1.522 -0.2196
C 0.025 4.724 2.575 -0.356 -0.765 1.160 -0.0290
N -0.431 3.738 1.682 0.745 0.373 0.133 0.0843
C -1.008 2.468 1.904 -1.073 0.764 1.574 -0.2210
C -0.772 1.442 0.850 -0.707 -1.510 0.754 -0.4486
O -1.175 0.296 0.978 0.660 1.285 -0.568 0.0926
O -0.093 1.856 -0.251 -0.238 -0.061 0.598 0.1025
C -1.842 2.163 2.963 1.078 0.359 -1.537 -0.3324
S -2.319 3.290 4.221 -0.036 -0.613 -0.110 0.9635
C -0.672 3.772 4.867 1.086 0.380 -0.760 -0.4582
C 0.242 2.590 5.131 -0.313 -0.844 1.691 -0.2879
C 0.173 1.813 6.364 -0.499 1.185 -1.022 0.0348
C 1.139 0.873 6.227 -0.112 0.169 -0.251 -0.3210
N 1.733 1.070 5.013 -0.468 -0.098 0.973 -0.1560
N 1.198 2.127 4.340 0.240 -0.440 -0.053 0.1563
C 2.795 0.144 4.626 -0.328 0.421 -0.039 -0.3678
S 2.943 -1.000 6.075 -0.008 0.104 -0.126 0.8653
C 1.611 -0.238 7.101 0.319 0.141 -0.702 -0.3729
H 1.035 6.741 3.926 0.285 0.144 -0.657 0.1132
H 0.509 5.569 2.088 -0.091 -0.307 -0.184 0.1247
H -0.033 3.805 0.742 -0.217 0.186 0.649 0.1350
H 0.027 1.045 -0.767 0.067 0.071 -0.146 0.1046
H -2.252 1.159 3.022 0.160 0.168 -0.116 0.0796
H -0.873 4.227 5.841 -0.013 0.128 -0.190 0.1036
H -0.504 1.965 7.198 0.175 -0.025 -0.226 0.1178
H 3.732 0.679 4.452 -0.098 -0.110 0.125 0.0825
H 2.517 -0.403 3.721 0.016 -0.011 0.195 0.0829
H 0.808 -0.952 7.307 0.232 0.043 -0.112 0.0838
H 2.007 0.144 8.047 0.056 -0.131 -0.212 0.0838
C 0.908 -1.216 -6.758 0.273 -0.093 0.358 -0.0425
N 0.585 -1.865 -5.486 -0.897 -0.089 -0.204 0.0334
C 1.437 -2.028 -4.465 1.430 0.247 0.129 -0.4342
O 2.592 -1.624 -4.530 -0.207 -0.104 0.357 0.0564
C 0.939 -2.779 -3.204 -0.096 -0.104 0.523 -0.1980
C -0.156 -2.005 -2.438 -0.527 0.200 -0.336 -0.0836
C -1.386 -1.639 -3.253 -0.057 0.178 -0.098 -0.2303
C -2.021 -2.605 -4.062 -0.779 1.332 0.042 -0.0571
C -3.092 -2.233 -4.895 0.187 0.490 0.456 0.0039
C -3.562 -0.904 -4.893 0.780 0.354 0.836 -0.3101
O -4.596 -0.556 -5.700 -0.123 -0.732 -0.368 0.0557
C -2.957 0.053 -4.051 0.557 -1.113 0.112 -0.0006
C -1.869 -0.315 -3.238 -0.664 -0.925 -0.946 -0.0137
N 2.050 -3.072 -2.285 -0.681 1.293 -1.754 0.1112
C 2.179 -4.087 -1.430 0.391 -1.265 1.054 -0.5508
C 1.084 -5.131 -1.309 0.184 0.253 -0.123 0.0072
O 3.183 -4.189 -0.744 0.143 0.084 0.094 0.0365
H 1.692 -0.468 -6.615 -0.106 -0.182 0.079 0.0859
H 1.262 -1.961 -7.473 0.029 0.103 -0.057 0.0848
H 0.021 -0.724 -7.160 0.019 -0.116 0.132 0.0831
H -0.370 -2.162 -5.348 0.192 0.084 -0.158 0.0922
H 0.518 -3.720 -3.553 -0.035 -0.160 -0.018 0.1322
H -0.491 -2.598 -1.587 0.237 -0.098 0.118 0.1174
H 0.289 -1.092 -2.039 0.071 -0.015 0.051 0.1130
H -1.688 -3.634 -4.053 0.012 -0.059 -0.024 0.1172
H -3.579 -2.961 -5.527 -0.051 -0.025 -0.047 0.1155
H -4.884 0.347 -5.556 0.132 0.205 0.182 0.1040
H -3.319 1.070 -4.040 -0.082 0.143 -0.016 0.1092
H -1.399 0.429 -2.611 0.049 0.046 0.030 0.0963
H 2.858 -2.469 -2.357 0.008 0.027 -0.129 0.1469
H 0.182 -4.677 -0.908 -0.227 -0.053 -0.088 0.0734
H 0.889 -5.576 -2.282 -0.240 -0.061 -0.094 0.0774
H 1.422 -5.909 -0.626 0.043 0.179 -0.076 0.0862
```
Forces are in eV/Å.

---

Record 3
Entry from OMol25: C5H13N in the gas phase at a distorted geometry (ωB97M-V/def2-TZVPD).

Properties
**F_max**: 5.43 eV/A
**Spin multiplicity**: 1
**Lowest unoccupied orbital energy**: 1.23 eV
**SMILES string**: CCCNCC
**Gap between HOMO and LUMO**: 9.30 eV
**ΔE to the lowest compared entry with this formula, charge and spin**: 1.545 eV

```
19
Properties=species:S:1:pos:R:3:forces:R:3:lowdin_charge:R:1
C 2.496 0.297 -1.396 -2.276 0.995 0.549 -0.0870
C 0.947 0.413 -1.656 1.586 1.867 4.851 -0.2190
C 0.099 -0.396 -0.660 0.129 -0.705 0.807 -0.2318
N -0.536 0.489 0.339 0.697 0.025 -2.557 -0.1219
C -1.752 0.141 0.984 2.560 -3.864 1.235 -0.2457
C -1.423 -0.807 2.248 -0.597 0.317 -0.753 -0.0791
H 2.961 0.770 -2.205 1.103 0.663 -1.209 0.0395
H 2.827 0.804 -0.475 -0.329 -0.229 -0.207 0.0769
H 2.773 -0.714 -1.362 0.521 -1.406 0.057 0.0431
H 0.679 0.307 -2.610 -0.706 -1.374 -3.921 0.0449
H 0.637 1.479 -1.517 0.373 -0.603 0.272 0.1135
H -0.665 -0.942 -1.216 -0.353 0.192 0.148 0.1037
H 0.710 -1.242 -0.173 -0.477 1.107 -0.559 0.1255
H 0.162 0.962 0.868 0.147 0.270 0.638 0.1011
H -2.249 -0.576 0.340 -0.737 0.685 -0.472 0.0993
H -2.263 1.015 1.218 -1.333 1.186 0.589 0.0794
H -2.119 -0.592 3.042 -0.051 0.024 0.607 0.0437
H -0.387 -0.706 2.565 -0.042 0.482 0.211 0.0549
H -1.514 -1.883 2.033 -0.217 0.369 -0.286 0.0592
```
Forces are in eV/Å.

---

Record 4
Entry from OMol25: 2 unconnected molecules or ions with the total composition C2H2NO2 at a distorted geometry (ωB97M-V/def2-TZVPD).

Properties
**F_max**: 1.57 eV/A
**Spin multiplicity**: 1
**Lowest unoccupied orbital energy**: -4.85 eV
**Gap between HOMO and LUMO**: 13.03 eV
**ΔE to the lowest compared entry with this formula, charge and spin**: 0.000 eV
**Net charge**: +1

```
7
Properties=species:S:1:pos:R:3:forces:R:3:lowdin_charge:R:1
C 2.374 0.018 -0.002 -0.289 0.008 -0.016 -0.3315
C -2.302 -0.188 -0.005 0.436 0.359 -0.102 0.2821
N -1.246 0.216 0.019 -0.805 -0.262 0.120 0.3305
O 1.259 0.343 -0.018 -0.698 0.493 0.001 0.1764
O 3.453 -0.313 0.007 1.522 -0.391 0.027 0.3265
H -3.312 -0.537 -0.061 -0.280 -0.126 0.039 0.1410
H -0.226 0.461 0.060 0.114 -0.082 -0.068 0.0752
```
Forces are in eV/Å.

---

Record 5
Entry from OMol25: a molecular structure, C18H20N2O2PdSe2 at a distorted geometry (ωB97M-V/def2-TZVPD).

Properties
**F_max**: 1.75 eV/A
**Spin multiplicity**: 1
**Lowest unoccupied orbital energy**: 4.64 eV
**Gap between HOMO and LUMO**: 4.27 eV
**ΔE to the lowest compared entry with this formula, charge and spin**: 0.507 eV
**Net charge**: -2

```
45
Properties=species:S:1:pos:R:3:forces:R:3:lowdin_charge:R:1
Pd -0.071 -0.417 -0.531 -0.222 -0.100 0.028 0.2374
O 1.142 -2.345 -0.925 0.806 -0.401 0.581 -0.3220
C 2.399 -2.499 -0.753 -0.549 0.133 0.110 -0.4057
C 3.112 -3.412 -1.573 0.274 -0.352 -0.275 -0.0540
C 4.440 -3.711 -1.374 -0.024 -0.081 -0.215 -0.1636
C 5.165 -3.070 -0.376 0.573 -0.028 0.175 -0.1805
C 4.530 -2.113 0.389 -0.168 0.088 0.091 -0.1085
C 3.176 -1.805 0.243 0.098 -0.249 -0.432 -0.1703
C 2.649 -0.736 1.045 -0.606 0.800 0.787 -0.1417
N 1.400 -0.471 1.250 0.765 -0.646 -0.643 -0.0712
N 1.099 0.507 2.124 -0.012 0.756 1.114 0.0181
C 0.161 1.354 1.757 0.850 -0.795 -1.311 -0.5208
O -0.311 1.493 0.573 0.187 0.279 0.959 -0.2811
C -0.313 2.264 2.810 -0.234 0.584 0.598 -0.1386
C -1.550 2.906 2.675 0.304 -0.406 -0.277 -0.0280
C -1.990 3.791 3.635 -0.165 0.299 0.401 -0.1174
C -1.206 4.072 4.748 -0.080 0.052 0.025 -0.1394
C 0.022 3.439 4.890 -0.109 0.243 0.309 -0.1269
C 0.462 2.543 3.942 -0.047 -0.190 -0.329 -0.0481
H 2.556 -3.891 -2.372 -0.072 0.000 0.043 0.0926
H 4.940 -4.436 -2.013 -0.066 -0.033 -0.016 0.0752
H 6.215 -3.298 -0.207 -0.083 0.007 -0.050 0.0659
H 5.092 -1.578 1.152 -0.009 0.022 -0.005 0.0880
H 3.407 -0.082 1.508 -0.164 -0.080 0.090 0.0993
H -2.148 2.673 1.802 0.067 0.050 -0.070 0.0998
H -2.956 4.274 3.529 0.003 -0.017 -0.042 0.0872
H -1.549 4.775 5.502 -0.008 -0.004 -0.039 0.0784
H 0.640 3.656 5.755 0.005 -0.010 0.011 0.0844
H 1.412 2.042 4.051 0.038 -0.063 -0.078 0.0947
C -1.888 -2.727 -4.022 0.388 0.279 0.393 -0.4002
Se -0.604 -1.814 -2.725 -0.858 0.337 -1.274 0.9423
C -1.205 -0.012 -3.312 0.356 -0.239 0.078 -0.5955
C -2.570 0.323 -2.768 -0.173 0.151 0.419 -0.5892
Se -2.470 0.651 -0.795 -1.351 0.001 -1.034 0.8835
C -4.489 1.159 -0.862 0.716 -0.094 0.104 -0.4101
H -1.567 -2.558 -5.047 0.056 0.029 -0.112 -0.0104
H -2.902 -2.361 -3.889 -0.113 0.013 0.053 -0.0156
H -1.856 -3.789 -3.797 0.009 -0.097 0.016 -0.0115
H -1.175 0.037 -4.408 -0.032 -0.023 0.043 0.0477
H -0.440 0.660 -2.883 -0.283 -0.201 -0.267 0.0368
H -3.278 -0.490 -2.947 -0.020 0.046 0.009 0.0293
H -2.977 1.232 -3.227 0.058 -0.034 0.087 0.0499
H -4.615 2.063 -1.449 -0.029 0.174 -0.122 -0.0201
H -4.804 1.345 0.161 -0.018 0.005 0.135 -0.0228
H -5.084 0.357 -1.287 -0.059 -0.205 -0.065 -0.0173
```
Forces are in eV/Å.

---

Record 6
Entry from OMol25: C15H13ClO4 in the gas phase at a distorted geometry (ωB97M-V/def2-TZVPD).

Properties
**F_max**: 17.71 eV/A
**Spin multiplicity**: 1
**Lowest unoccupied orbital energy**: -0.51 eV
**SMILES string**: O=C(O)c1ccc(COc2ccc(CO)cc2Cl)cc1
**Gap between HOMO and LUMO**: 7.92 eV
**ΔE to the lowest compared entry with this formula, charge and spin**: 12.224 eV

```
33
Properties=species:S:1:pos:R:3:forces:R:3:lowdin_charge:R:1
O -0.209 4.408 -1.584 -2.744 2.133 0.562 0.1515
C 0.692 3.649 -1.610 1.487 4.828 -0.745 -0.5806
O 1.969 4.122 -1.599 -0.219 4.667 0.335 0.0300
C 0.573 2.329 -1.839 9.108 -4.384 1.518 -0.1071
C 1.977 1.663 -1.714 -3.353 0.676 -0.386 0.0114
C 2.000 0.369 -1.705 -2.535 -8.149 -2.718 -0.0081
C 0.703 -0.540 -2.038 -0.292 6.280 2.351 -0.1434
C 0.529 -1.937 -1.918 10.398 -3.195 0.931 -0.1148
O 0.979 -2.520 -0.527 -4.844 1.890 -1.754 -0.0847
C -0.152 -2.111 0.235 15.184 4.146 5.731 -0.3359
C -1.324 -2.365 0.250 -13.362 -3.115 -1.001 -0.0590
C -2.451 -2.015 1.226 5.643 -0.147 -2.607 0.0746
C -1.971 -1.286 2.297 -3.841 -3.879 -3.335 -0.3363
C -2.924 -1.048 3.280 -2.148 4.408 5.743 -0.3212
O -4.167 -0.775 2.815 -5.130 0.997 -5.334 -0.1419
C -0.681 -1.147 2.389 9.796 5.877 3.882 -0.0939
C 0.385 -1.316 1.524 -7.900 -3.903 -3.552 -0.6804
Cl 1.878 -0.827 1.559 3.996 1.424 0.747 0.8868
C -0.452 0.208 -2.064 2.059 -0.408 0.308 0.0315
C -0.476 1.597 -1.856 10.084 -10.242 0.228 0.0316
H 1.851 5.241 -1.575 0.317 -4.740 -0.009 0.2440
H 2.947 2.036 -1.631 0.865 1.795 0.064 0.1010
H 2.803 -0.388 -1.883 0.322 1.531 0.971 0.1215
H 1.571 -2.409 -2.348 -2.380 0.957 -0.161 0.1772
H -0.161 -2.497 -2.370 -3.408 -1.559 -1.255 0.0774
H -1.617 -2.953 -0.621 -0.584 -0.242 0.104 0.1349
H -3.300 -2.566 0.960 -1.670 0.089 0.418 0.0993
H -3.159 -1.871 4.040 1.141 0.945 -0.818 0.1631
H -2.856 0.035 3.846 1.781 -2.720 -0.298 0.1732
H -4.315 -0.323 1.829 1.453 -1.836 3.952 0.2006
H -0.168 -0.341 3.293 -2.145 -2.521 -1.983 0.1913
H -1.327 -0.328 -2.191 -1.983 -0.706 -0.215 0.0987
H -1.158 2.081 -1.971 -15.098 9.102 -1.673 0.0075
```
Forces are in eV/Å.